Entry 1:
The following is a DFT calculation (ωB97M-V/def2-TZVPD) of a single C4H8O molecule at a distorted geometry.

The energy comes out at -232.36242 Ha. The SMILES is OCC1CC1. The LUMO energy comes out at 0.04129 Ha. Its highest occupied orbital energy is -9.71 eV.

```
13
C4H8O | the Open Molecules 2025 dataset | ωB97M-V/def2-TZVPD
O -1.87 0.92 0.29
C -1.42 -0.36 -0.02
C -0.08 -0.11 -0.66
C 1.17 -0.70 -0.24
C 0.95 0.66 0.42
H -0.86 1.27 0.57
H -2.09 -0.88 -0.72
H -1.31 -1.00 0.87
H -0.13 0.42 -1.61
H 1.11 -1.54 0.44
H 1.98 -0.75 -0.96
H 0.97 0.59 1.53
H 1.58 1.47 0.06
```

---

Entry 2:
The following is a DFT calculation (ωB97M-V/def2-TZVPD) of a molecular structure, C36H39ClOsP2 at a distorted geometry.

As for the expectation value of S²: 6.064. The energy comes out at -2627.93643 Ha. Its spin multiplicity is 5. The LUMO energy (spin up / spin down) comes out at -0.21832 / -0.28903 Ha. Its highest occupied orbital energy (spin up / spin down) is -13.65 / -14.01 eV. Its charge is +2.

```
79
C36H39ClOsP2 | the Open Molecules 2025 dataset | ωB97M-V/def2-TZVPD
Os -1.45 1.50 -4.20
C -2.27 1.26 -6.04
C -1.39 0.16 -5.72
C -0.02 0.06 -6.34
C 0.86 1.28 -6.01
C 0.32 2.06 -4.82
C -0.70 3.08 -4.99
C -1.09 3.46 -6.41
C -1.90 2.32 -7.06
C 1.80 -0.01 -0.45
H -3.35 1.03 -6.05
H -1.89 -0.80 -5.55
H -0.13 -0.09 -7.42
H 0.48 -0.85 -5.96
H 1.86 0.91 -5.74
H 0.99 1.94 -6.88
H 1.10 2.29 -4.09
H -0.72 3.91 -4.28
H -0.19 3.70 -7.01
H -1.70 4.37 -6.39
H -2.82 2.75 -7.48
H -1.37 1.90 -7.93
H 1.04 0.75 -0.62
H 2.61 0.37 0.18
H 1.32 -0.86 0.04
P -1.38 -1.43 -2.87
P 2.54 -0.55 -1.98
C 0.24 -1.91 -2.42
C 1.32 -1.26 -3.01
C -2.37 -2.61 -2.01
C -2.94 -3.60 -2.83
C -3.73 -4.59 -2.24
C -3.98 -4.56 -0.87
C -3.47 -3.53 -0.07
C -2.66 -2.54 -0.63
C -3.99 0.62 -3.01
C -4.27 1.91 -3.30
C -5.59 2.39 -3.06
C -6.54 1.53 -2.47
C -6.19 0.21 -2.17
C -4.88 -0.27 -2.46
C 3.83 -1.72 -1.48
C 3.47 -3.02 -1.10
C 4.40 -3.86 -0.47
C 5.71 -3.41 -0.25
C 6.09 -2.14 -0.69
C 5.16 -1.30 -1.31
C 3.32 0.85 -2.79
C 3.28 2.14 -2.21
C 3.83 3.22 -2.89
C 4.45 3.04 -4.13
C 4.51 1.76 -4.70
C 3.93 0.67 -4.03
H 0.38 -2.78 -1.75
H 1.40 -1.09 -4.09
H -2.74 -3.59 -3.90
H -4.13 -5.39 -2.86
H -4.59 -5.35 -0.42
H -3.68 -3.50 1.00
H -2.26 -1.73 -0.03
H -3.50 2.54 -3.77
H -5.85 3.41 -3.33
H -7.55 1.90 -2.28
H -6.94 -0.46 -1.74
H -4.65 -1.31 -2.24
H 2.45 -3.36 -1.28
H 4.11 -4.86 -0.17
H 6.45 -4.07 0.22
H 7.12 -1.80 -0.56
H 5.45 -0.30 -1.65
H 2.85 2.29 -1.23
H 3.80 4.22 -2.45
H 4.92 3.89 -4.64
H 5.03 1.61 -5.65
H 4.00 -0.32 -4.48
Cl -1.67 1.07 -0.96
C -1.06 2.14 -2.26
H -1.65 3.06 -2.16
H 0.01 2.32 -2.04
```

---

Entry 3:
The following is a DFT calculation (ωB97M-V/def2-TZVPD) of a gas-phase ion, C26H39ClN3O2S (charge +1) at a distorted geometry.

The energy comes out at -2186.87359 Ha. The LUMO energy comes out at -0.12664 Ha. Its highest occupied orbital energy is -8.98 eV. Its charge is +1.

```
72
C26H39ClN3O2S | the Open Molecules 2025 dataset | ωB97M-V/def2-TZVPD
C -5.03 4.44 1.37
C -3.75 4.64 0.59
C -3.87 4.73 -0.90
C -2.53 4.71 1.25
C -1.62 3.53 1.13
C -0.14 3.86 1.34
C 0.80 2.64 1.50
C 2.27 3.03 1.25
C 0.32 1.51 0.58
C 1.41 0.47 0.27
N 0.87 -0.87 -0.03
C -0.05 -1.14 -0.90
C -0.79 -0.20 -1.80
N -2.05 0.25 -1.15
S -0.54 -2.78 -1.00
C 0.64 -3.38 0.30
Cl 1.65 -4.56 -0.61
C 0.04 -4.08 1.49
C -0.89 -5.22 1.13
O -0.95 -6.16 1.86
N -1.69 -5.11 -0.04
C -3.08 -4.71 0.25
C -1.58 -6.31 -0.89
C 1.35 -2.06 0.69
C 2.87 -2.17 0.94
C 3.78 -2.10 -0.29
O 4.45 -3.05 -0.58
C 3.86 -0.86 -1.14
C 3.03 -0.81 -2.27
C 3.08 0.33 -3.06
C 3.93 1.39 -2.74
C 4.77 1.31 -1.64
C 4.73 0.18 -0.83
H -5.28 5.28 2.03
H -5.84 4.19 0.69
H -4.86 3.57 2.00
H -2.90 4.56 -1.39
H -4.27 5.70 -1.19
H -4.56 3.98 -1.29
H -2.27 5.58 1.85
H -1.81 3.11 0.14
H -1.94 2.79 1.87
H 0.22 4.47 0.51
H -0.04 4.46 2.25
H 0.74 2.28 2.53
H 2.91 2.56 2.00
H 2.38 4.11 1.36
H 2.60 2.78 0.24
H -0.53 1.00 1.04
H -0.01 1.94 -0.37
H 2.02 0.36 1.16
H 2.02 0.82 -0.55
H -1.10 -0.74 -2.69
H -0.21 0.68 -2.06
H -2.79 -0.37 -1.46
H -1.99 0.08 -0.15
H -0.44 -3.38 2.18
H 0.86 -4.52 2.06
H -3.72 -5.12 -0.52
H -3.14 -3.62 0.19
H -3.37 -5.03 1.25
H -0.54 -6.63 -0.93
H -2.24 -7.10 -0.52
H -1.91 -6.03 -1.89
H 0.97 -1.88 1.70
H 3.04 -3.16 1.38
H 3.15 -1.43 1.69
H 2.39 -1.65 -2.51
H 2.45 0.42 -3.94
H 3.94 2.28 -3.35
H 5.44 2.13 -1.40
H 5.37 0.09 0.03
```

---

Entry 4:
The following is a DFT calculation (ωB97M-V/def2-TZVPD) of a single C11H21N5O3 molecule at a distorted geometry.

The energy comes out at -931.19620 Ha. The SMILES is [H]/N=C(/N)NCCC[C@H](NC(=O)[C@@H]1CCCN1)C(=O)O. The LUMO energy comes out at 0.01743 Ha. Its highest occupied orbital energy is -8.59 eV.

```
40
C11H21N5O3 | the Open Molecules 2025 dataset | ωB97M-V/def2-TZVPD
H -2.52 2.42 -1.29
N -1.63 2.80 -1.42
C -0.74 2.66 -0.58
N 0.58 3.13 -0.90
N -0.78 1.68 0.46
C -2.00 1.66 1.36
C -2.83 0.46 1.30
C -2.00 -0.85 1.71
C -1.12 -1.48 0.57
N -0.09 -0.72 -0.06
C 1.13 -1.24 -0.21
O 1.35 -2.40 0.07
C 2.09 -0.27 -0.81
C 3.52 -0.85 -0.77
C 4.08 -0.37 0.54
C 2.92 0.36 1.24
N 2.03 0.78 0.21
C -1.98 -1.80 -0.72
O -2.26 -0.98 -1.57
O -2.31 -3.09 -0.79
H 0.39 3.54 -1.83
H 1.04 3.72 -0.08
H -0.01 1.73 1.13
H -2.71 2.45 0.91
H -1.73 2.14 2.27
H -3.24 0.21 0.26
H -3.59 0.52 2.07
H -2.80 -1.58 1.95
H -1.40 -0.62 2.63
H -0.68 -2.38 1.00
H -0.21 0.28 -0.25
H 1.70 0.02 -1.78
H 4.29 -0.29 -1.49
H 3.50 -1.93 -1.05
H 4.43 -1.16 1.20
H 5.01 0.19 0.52
H 3.37 1.22 1.76
H 2.44 -0.38 1.92
H 2.37 1.72 -0.04
H -3.11 -3.32 -1.33
```

---

Entry 5:
The following is a DFT calculation (ωB97M-V/def2-TZVPD) of a single C30H34N2O3 molecule.

The energy comes out at -1498.85217 Ha. The SMILES is Cc1cccc(COC[C@H](Cc2ccccc2)N2CCN(C(=O)c3cccc(C)c3)CCC2=O)c1. The LUMO energy comes out at 0.02666 Ha. Its highest occupied orbital energy is -8.75 eV.

```
69
C30H34N2O3 | the Open Molecules 2025 dataset | ωB97M-V/def2-TZVPD
C 4.92 2.83 4.41
C 3.73 2.90 3.49
C 2.46 3.17 3.98
C 1.38 3.25 3.11
C 1.56 3.08 1.75
C 2.83 2.81 1.25
C 3.02 2.60 -0.23
O 2.27 1.53 -0.78
C 2.47 0.28 -0.15
C 1.21 -0.16 0.61
C 1.47 -1.43 1.44
C 2.38 -1.12 2.60
C 3.71 -1.53 2.60
C 4.54 -1.23 3.66
C 4.05 -0.52 4.75
C 2.73 -0.10 4.75
C 1.90 -0.40 3.68
N 0.08 -0.30 -0.28
C 0.13 -1.30 -1.33
C -0.95 -2.38 -1.19
N -2.22 -1.96 -1.73
C -2.66 -2.53 -2.88
O -2.06 -3.43 -3.44
C -3.95 -1.99 -3.43
C -5.12 -2.72 -3.27
C -6.30 -2.26 -3.83
C -6.30 -1.08 -4.57
C -5.14 -0.36 -4.75
C -5.14 0.92 -5.54
C -3.96 -0.82 -4.18
C -2.87 -0.88 -1.04
C -2.09 0.44 -1.15
C -0.96 0.55 -0.14
O -1.03 1.36 0.77
C 3.90 2.71 2.12
H 5.50 3.75 4.33
H 4.60 2.72 5.44
H 5.56 2.00 4.14
H 2.31 3.31 5.04
H 0.39 3.45 3.50
H 0.71 3.13 1.08
H 4.09 2.45 -0.44
H 2.68 3.48 -0.79
H 2.72 -0.44 -0.93
H 3.30 0.33 0.56
H 0.93 0.65 1.30
H 1.91 -2.21 0.82
H 0.51 -1.79 1.82
H 4.09 -2.09 1.76
H 5.57 -1.55 3.65
H 4.69 -0.29 5.58
H 2.34 0.45 5.59
H 0.87 -0.07 3.69
H 0.05 -0.84 -2.32
H 1.11 -1.79 -1.27
H -1.07 -2.65 -0.13
H -0.65 -3.27 -1.75
H -5.11 -3.64 -2.70
H -7.21 -2.82 -3.70
H -7.23 -0.73 -5.01
H -6.02 0.99 -6.16
H -5.12 1.77 -4.86
H -4.25 0.98 -6.17
H -3.04 -0.27 -4.32
H -2.98 -1.14 0.01
H -3.87 -0.75 -1.47
H -1.70 0.56 -2.17
H -2.77 1.27 -0.95
H 4.89 2.50 1.74
```